ORCA calculation (ωB97M-V/def2-TZVPD) on a cluster of 13 separate species, C40H107NO13 in total at a distorted geometry.

Computed properties:
E_LUMO in eV: 0.13
Maximum force in eV/A: 3.4
Net charge: 0
Energy relative to the best compared isomer or geometry (same formula, charge and spin) in kcal per mole: 45.84
HOMO level in eV: -9.4
Calculated total energy in eV: -71320.6284
Kohn-Sham gap in eV: 9.487

```
161
C40H107NO13, DFT ωB97M-V/def2-TZVPD
C -1.098 -2.523 5.397
C -1.994 -2.095 4.199
C -3.242 -1.350 4.745
O -1.313 -1.228 3.301
H -1.141 -1.676 6.100
H -0.036 -2.689 5.097
H -1.466 -3.358 5.965
H -2.275 -2.978 3.690
H -3.852 -0.799 4.042
H -3.054 -0.710 5.598
H -3.754 -2.208 5.171
H -0.644 -1.682 2.772
C 3.600 2.744 5.225
C 2.625 1.910 5.995
C 2.602 0.455 5.541
O 2.976 1.973 7.368
H 3.539 3.824 5.463
H 3.269 2.712 4.132
H 4.587 2.257 5.352
H 1.634 2.409 5.819
H 2.248 0.363 4.517
H 1.865 0.005 6.232
H 3.511 0.014 5.813
H 2.222 1.572 7.806
C -0.381 3.765 2.707
C -1.474 2.992 3.394
C -1.058 2.264 4.619
O -2.524 3.931 3.711
H 0.516 3.163 2.548
H -0.158 4.612 3.404
H -0.685 4.272 1.818
H -1.900 2.298 2.659
H -0.429 2.867 5.233
H -0.431 1.423 4.242
H -1.870 1.869 5.168
H -2.935 4.174 2.907
C 4.499 -0.565 0.067
C 4.270 -0.263 1.551
C 5.271 0.704 2.182
O 2.942 0.310 1.767
H 4.757 0.407 -0.448
H 3.663 -0.933 -0.470
H 5.387 -1.248 -0.015
H 4.245 -1.151 2.108
H 5.219 1.763 1.760
H 6.231 0.300 1.823
H 5.139 0.734 3.232
H 2.839 1.102 1.190
C -2.123 0.496 -3.671
C -3.333 0.768 -2.806
C -4.565 1.169 -3.600
O -3.661 -0.396 -2.013
H -2.096 -0.540 -4.000
H -1.133 0.767 -3.262
H -2.209 1.199 -4.528
H -3.023 1.549 -2.131
H -4.389 2.104 -4.133
H -5.392 1.232 -2.923
H -4.758 0.399 -4.328
H -3.936 -0.012 -1.173
C -1.675 -4.186 -4.014
C -2.644 -3.631 -2.966
C -3.314 -4.768 -2.200
O -1.986 -2.712 -2.111
H -0.968 -4.852 -3.591
H -1.140 -3.414 -4.514
H -2.262 -4.768 -4.712
H -3.442 -3.121 -3.508
H -3.782 -5.461 -2.856
H -4.102 -4.369 -1.550
H -2.544 -5.271 -1.638
H -2.523 -1.888 -2.062
C -4.065 4.947 0.552
C -4.197 4.625 -0.919
C -2.893 4.122 -1.561
O -5.234 3.585 -1.001
H -3.849 4.036 1.072
H -4.982 5.333 0.942
H -3.300 5.727 0.637
H -4.601 5.478 -1.516
H -2.498 3.186 -1.139
H -2.132 4.900 -1.627
H -3.140 3.900 -2.583
H -5.594 3.591 -1.929
C 3.009 -3.368 3.457
C 2.729 -3.767 2.050
C 3.363 -5.046 1.702
O 1.320 -3.919 1.885
H 4.142 -3.294 3.618
H 2.601 -4.115 4.113
H 2.470 -2.456 3.704
H 3.089 -2.931 1.370
H 4.410 -4.831 1.946
H 3.405 -5.299 0.663
H 2.960 -5.913 2.234
H 1.073 -2.972 1.752
C 1.632 -4.108 -2.998
C 1.883 -4.913 -1.741
C 0.582 -5.423 -1.164
O 2.845 -5.940 -1.890
H 2.606 -3.775 -3.320
H 0.899 -3.291 -2.968
H 1.199 -4.695 -3.809
H 2.318 -4.250 -0.913
H 0.846 -5.846 -0.212
H 0.203 -6.298 -1.774
H -0.154 -4.596 -1.042
H 2.543 -6.592 -2.563
C 1.063 3.880 -1.252
C 2.165 2.880 -0.839
C 3.595 3.205 -1.343
O 2.181 2.627 0.575
H 1.115 4.895 -0.789
H 0.061 3.506 -0.919
H 0.940 3.993 -2.311
H 1.995 1.906 -1.310
H 3.877 4.219 -1.078
H 3.679 3.092 -2.460
H 4.356 2.560 -0.865
H 1.555 3.153 1.038
C -5.107 -0.569 1.666
C -5.483 0.648 0.841
C -5.914 1.778 1.735
O -4.334 1.085 0.103
H -5.995 -1.006 2.185
H -4.359 -0.284 2.392
H -4.812 -1.412 1.058
H -6.225 0.236 0.118
H -6.866 1.520 2.241
H -6.181 2.697 1.221
H -5.127 2.051 2.449
H -4.600 1.944 -0.270
C -0.806 0.232 -0.059
C 0.021 -1.022 0.068
C 1.164 -0.904 -0.890
O 0.475 -1.149 1.432
H -0.284 1.122 0.281
H -1.733 0.054 0.553
H -1.088 0.342 -1.109
H -0.576 -1.947 -0.086
H 1.835 -1.729 -0.723
H 1.722 -0.006 -0.795
H 0.871 -1.097 -1.904
H 1.339 -0.671 1.513
C 4.337 0.486 -7.211
C 2.867 0.729 -7.075
C 2.627 1.770 -5.997
O 3.185 1.353 -4.727
C 2.350 0.737 -3.805
N 2.250 1.038 -8.358
H 4.888 0.393 -6.320
H 4.692 1.315 -7.867
H 4.500 -0.483 -7.794
H 2.365 -0.169 -6.805
H 1.580 2.114 -6.006
H 3.319 2.578 -6.258
H 1.452 1.277 -3.523
H 2.930 0.548 -2.898
H 2.050 -0.284 -4.073
H 1.236 0.946 -8.302
H 2.420 2.006 -8.684
```

Results of the Löwdin charge analysis, in e, for atoms 1 through 8: -0.04, -0.45, -0.04, -0.07, 0.07, 0.08, 0.06, 0.11

ORCA calculation (ωB97M-V/def2-TZVPD) on a structure of composition C3H11F2NO6P3S2 at a distorted geometry.

Computed properties:
E_LUMO in eV: 2.54
Maximum force in eV/A: 1.7
Net charge: -1
Energy relative to the best compared isomer or geometry (same formula, charge and spin) in kcal per mole: 0.00
HOMO level in eV: -5.8
Calculated total energy in eV: -72038.8236
Kohn-Sham gap in eV: 8.307

```
28
C3H11F2NO6P3S2, DFT ωB97M-V/def2-TZVPD
C 4.581 1.795 -0.177
C 3.752 1.827 -1.474
P 2.358 0.619 -1.616
C 3.160 -0.989 -1.217
P 1.235 1.057 0.237
P -0.930 0.560 -0.016
O -1.482 1.474 -1.247
O -0.934 -0.913 -0.693
H 5.626 2.048 -0.359
H 4.196 2.516 0.545
H 4.555 0.823 0.314
H 3.288 2.813 -1.551
H 4.395 1.707 -2.347
H 3.224 -1.593 -2.120
H 2.580 -1.530 -0.468
H 4.164 -0.869 -0.808
H 1.219 2.466 0.180
H -1.037 2.325 -1.253
H -0.762 -1.550 0.010
N -4.096 -1.149 1.717
S -5.067 -0.969 0.473
O -6.397 -0.567 0.796
O -4.893 -1.919 -0.576
F -4.397 0.352 -0.099
S -4.381 -2.362 2.677
O -3.641 -2.221 3.888
O -4.430 -3.642 2.049
F -5.888 -2.109 3.136
```

Results of the natural (NBO) charge analysis, in e, for atoms 1 through 8: -0.62, -0.70, 0.52, -0.94, -0.26, 1.20, -0.98, -0.98

ORCA calculation (ωB97M-V/def2-TZVPD) on a cluster of 3 separate species, C34H54N3O7 in total at a distorted geometry.

Computed properties:
E_LUMO (alpha / beta) in eV: -0.55 / -0.55
Maximum force in eV/A: 1.1
2S+1: 2
Net charge: 0
HOMO level (alpha / beta) in eV: -7.4 / -8.8
Calculated total energy in eV: -54929.0935
Kohn-Sham gap (alpha / beta) in eV: 6.862 / 8.232

```
98
C34H54N3O7, DFT ωB97M-V/def2-TZVPD
C 1.545 -1.882 4.161
C 0.708 -1.009 3.265
O 1.395 0.211 3.012
C 1.511 0.657 1.643
C 2.556 -0.254 0.993
C 2.997 -0.022 -0.456
C 2.324 -0.847 -1.564
C 3.092 -2.099 -2.000
C 3.563 -3.121 -0.955
C 2.639 -4.313 -0.719
C 1.195 -4.029 -0.284
C 0.145 -4.285 -1.368
C -0.452 -5.689 -1.336
C -1.351 -5.963 -0.149
O -2.691 -5.589 -0.397
C -3.109 -4.342 0.118
C 2.060 2.060 1.772
C 1.036 3.138 2.100
C 0.276 2.875 3.396
C 1.743 4.468 2.230
N 0.035 3.211 0.990
O 0.029 4.262 0.274
C -0.293 1.959 0.222
C 0.307 2.043 -1.173
C -1.815 1.929 0.090
C 0.114 0.689 0.988
H 0.931 -2.628 4.662
H 2.037 -1.267 4.911
H 2.326 -2.391 3.596
H -0.251 -0.785 3.737
H 0.482 -1.526 2.330
H 2.233 -1.286 1.096
H 3.426 -0.152 1.645
H 4.058 -0.272 -0.501
H 2.937 1.035 -0.709
H 2.265 -0.209 -2.443
H 1.293 -1.096 -1.319
H 3.957 -1.758 -2.571
H 2.461 -2.643 -2.707
H 4.504 -3.535 -1.320
H 3.818 -2.632 -0.013
H 2.603 -4.879 -1.653
H 3.107 -4.967 0.016
H 0.967 -4.651 0.582
H 1.101 -3.006 0.062
H -0.654 -3.543 -1.305
H 0.627 -4.147 -2.337
H 0.361 -6.419 -1.356
H -1.060 -5.849 -2.226
H -1.356 -7.027 0.084
H -0.988 -5.443 0.743
H -4.050 -4.475 0.647
H -3.262 -3.618 -0.684
H -2.377 -3.931 0.813
H 2.589 2.349 0.864
H 2.780 2.040 2.591
H 0.965 2.805 4.234
H -0.426 3.694 3.550
H -0.296 1.956 3.374
H 2.382 4.675 1.375
H 1.035 5.279 2.366
H 2.372 4.417 3.116
H -0.258 2.782 -1.733
H 0.206 1.087 -1.680
H 1.338 2.385 -1.166
H -2.162 2.795 -0.466
H -2.261 1.924 1.082
H -2.126 1.017 -0.418
H -0.005 -0.125 0.276
H -0.617 0.499 1.771
C -6.867 2.802 4.562
C -5.690 2.768 5.297
C -4.599 2.052 4.832
C -4.722 1.385 3.629
C -5.881 1.400 2.877
C -6.963 2.119 3.357
N -3.561 0.632 3.119
O -2.553 0.617 3.797
O -3.671 0.080 2.044
H -7.714 3.366 4.929
H -5.617 3.301 6.235
H -3.671 2.008 5.382
H -5.925 0.862 1.942
H -7.881 2.147 2.786
C 1.324 3.065 -8.395
C 0.388 2.122 -7.993
C 0.394 1.646 -6.692
C 1.347 2.135 -5.821
C 2.292 3.072 -6.194
C 2.274 3.537 -7.498
N 1.354 1.641 -4.428
O 0.529 0.805 -4.122
O 2.183 2.100 -3.671
H 1.313 3.436 -9.411
H -0.350 1.755 -8.692
H -0.321 0.912 -6.352
H 3.016 3.422 -5.475
H 3.003 4.271 -7.813
```

Results of the Löwdin charge analysis, in e, for atoms 1 through 8: -0.06, -0.27, -0.13, -0.42, -0.11, -0.16, -0.20, -0.19